# 1
Entry from the Open Molecules 2025 dataset: a 2-piece molecular cluster, CHO3PS2 overall in a non-equilibrium geometry (ωB97M-V/def2-TZVPD).

```
8
Properties=species:S:1:pos:R:3:forces:R:3:lowdin_charge:R:1
C -1.481175 -0.740240 -0.448178 0.2058 0.0279 -0.7426 -1.21
O 0.501039 -0.269508 1.570315 0.9347 -0.2955 -0.3279 -0.53
O -1.777813 -0.726531 -1.607256 0.3173 0.4384 -0.8656 -0.12
O 2.850794 0.125295 -1.102353 -0.7624 0.4365 0.9483 -0.64
P -0.040078 0.357523 0.348543 -0.4483 0.8124 1.3731 0.25
S -2.169635 -1.490926 0.841505 -0.8537 -0.8034 1.2004 0.46
S -0.581220 2.247537 0.601812 0.2750 -0.2565 -0.8199 0.00
H 2.698088 0.496849 -0.204387 0.3315 -0.3598 -0.7658 -0.21
```
Forces are in eV/Å.

Output
Total energy (eV): -38154.178
Energy above the lowest of the compared OMol25 structures with the same formula, charge and spin (kcal per mole): 76.9
Highest occupied orbital energy (spin up / spin down) (Ha): -0.0090 / -0.0089
Maximum force (Eh/bohr): 0.0326
Total charge: -2

=====

# 2
Entry from the Open Molecules 2025 dataset: CHO3PS2 as an isolated structure in a non-equilibrium geometry (ωB97M-V/def2-TZVPD).

```
8
Properties=species:S:1:pos:R:3:forces:R:3:lowdin_charge:R:1
C 0.420604 0.149496 -0.569410 0.3663 -1.1189 -4.6435 -0.90
O -0.853234 -2.839860 0.009768 -2.1868 -0.0445 -0.4030 -0.59
O 1.538550 -2.977891 0.351428 1.3542 0.1200 0.5757 -0.61
O 0.463713 -0.345303 -1.704403 -0.1678 1.9985 4.9573 -0.06
P 0.257763 -2.414357 0.882650 0.8466 -0.8175 0.1403 0.33
S -1.479696 3.198088 0.325897 -1.1725 0.7061 0.1824 -0.25
S 0.237542 1.100357 0.659212 0.5275 -1.2819 -0.6695 0.53
H -0.585243 4.129469 0.044859 0.4323 0.4382 -0.1395 -0.46
```
Forces are in eV/Å.

Output
Total energy (eV): -38155.966
Energy above the lowest of the compared OMol25 structures with the same formula, charge and spin (kcal per mole): 35.7
Highest occupied orbital energy (Ha): -0.0026
Maximum force (Eh/bohr): 0.1040
Total charge: -2

=====

# 3
Entry from the Open Molecules 2025 dataset: CHO3PS4 as an isolated structure in a non-equilibrium geometry (ωB97M-V/def2-TZVPD).

```
10
Properties=species:S:1:pos:R:3:forces:R:3:lowdin_charge:R:1
C -0.724593 -0.431802 0.153218 -0.2780 -0.5596 0.3562 -0.70
O -0.011977 1.955442 -1.046652 -0.2178 -0.4777 -0.7583 -0.43
O 1.759737 0.436707 -0.160618 -0.0619 -1.3598 1.8034 -0.65
O 0.776694 -0.305222 -2.265127 -1.4011 0.2425 -0.2456 -0.40
P 0.366099 0.520916 -1.087825 1.8296 -0.2780 0.7879 0.15
S -2.055395 0.154931 1.017167 0.0004 -0.2030 -0.5606 0.19
S 1.439506 -0.491458 1.347065 -2.0946 4.7586 -1.4014 0.19
S -2.720478 1.887905 0.311818 -0.5059 0.6698 0.3900 -0.20
S 2.111862 -2.201990 1.562927 1.4677 -3.3450 -0.1772 -0.15
H -0.941456 -1.525429 0.168028 1.2615 0.5522 -0.1945 0.01
```
Forces are in eV/Å.

Output
Total energy (eV): -59826.522
Energy above the lowest of the compared OMol25 structures with the same formula, charge and spin (kcal per mole): 23.6
Highest occupied orbital energy (spin up / spin down) (Ha): 0.0119 / 0.0119
Maximum force (Eh/bohr): 0.1047
Total charge: -2

=====

# 4
Entry from the Open Molecules 2025 dataset: a single CHOP molecule in a non-equilibrium geometry (ωB97M-V/def2-TZVPD).

```
4
Properties=species:S:1:pos:R:3:forces:R:3:lowdin_charge:R:1
C 0.324013 0.135140 -0.090081 -2.2153 -1.1649 0.5727 -0.53
O -0.382326 -1.083251 -0.099906 1.0108 1.2555 -0.1090 -0.41
P -1.222406 0.586083 -0.064045 -0.4820 0.0371 -0.3693 0.91
H 1.280720 0.362029 0.254033 1.6865 -0.1276 -0.0944 0.03
```
Forces are in eV/Å.

Output
Total energy (eV): -12385.992
Energy above the lowest of the compared OMol25 structures with the same formula, charge and spin (kcal per mole): 46.7
SMILES string: C1=PO1
Highest occupied orbital energy (Ha): -0.3058
Maximum force (Eh/bohr): 0.0499
Total charge: 0

=====

# 5
Entry from the Open Molecules 2025 dataset: CHOPS as an isolated structure in a non-equilibrium geometry (ωB97M-V/def2-TZVPD).

```
5
Properties=species:S:1:pos:R:3:forces:R:3:lowdin_charge:R:1
C 0.833655 0.139651 -0.151111 -2.1003 -1.6496 1.0651 -0.86
O -2.380456 -0.614251 0.337581 1.4960 0.0841 -0.0844 -0.53
P -1.478964 0.379422 -0.275386 0.6855 0.8840 -0.3207 0.87
S 2.111507 1.045058 0.106036 -0.3671 0.5446 -0.3091 0.57
H 0.914260 -0.949882 -0.017121 0.2859 0.1368 -0.3510 -0.05
```
Forces are in eV/Å.

Output
Total energy (eV): -23221.949
Energy above the lowest of the compared OMol25 structures with the same formula, charge and spin (kcal per mole): 34.5
Highest occupied orbital energy (Ha): -0.2967
Maximum force (Eh/bohr): 0.0559
Total charge: 0

=====

# 6
Entry from the Open Molecules 2025 dataset: CHOPS2 as an isolated structure in a non-equilibrium geometry (ωB97M-V/def2-TZVPD).

```
6
Properties=species:S:1:pos:R:3:forces:R:3:lowdin_spin:R:1
C -0.292309 -0.234524 0.341631 1.0536 1.9745 -0.1642 1.01
O 2.316966 -0.275126 -0.948125 0.5957 -0.2537 1.5123 0.16
P 2.053405 -0.088919 0.505685 -1.0299 0.2917 -2.2980 0.07
S 0.253470 1.359879 0.294772 0.5917 -0.4869 0.8119 0.40
S -1.776433 -0.927233 0.217633 -2.7812 0.1488 -0.6288 0.28
H -2.555098 0.165922 -0.411595 1.5700 -1.6744 0.7667 0.07
```
Forces are in eV/Å.

Output
Total energy (eV): -34055.959
<S²>: 2.023
Highest occupied orbital energy (spin up / spin down) (Ha): -0.2517 / -0.3489
Maximum force (Eh/bohr): 0.0555
Multiplicity: 3
Total charge: 0

=====

# 7
Entry from the Open Molecules 2025 dataset: a 2-piece molecular cluster, CHPS3 overall in a non-equilibrium geometry (ωB97M-V/def2-TZVPD).

```
6
Properties=species:S:1:pos:R:3:forces:R:3:lowdin_charge:R:1
C 0.491792 -0.673261 0.095934 -1.2071 0.1294 -1.9724 -1.36
P -2.351488 -0.352742 -0.004750 1.7459 0.9003 -0.7685 0.30
S 1.221583 -1.338459 -1.167358 -0.3255 -0.0962 1.0599 0.54
S -2.350616 1.106313 -1.253701 -0.1110 -1.0676 0.8666 0.01
S 0.799120 0.600903 1.116064 0.6371 0.2102 1.2483 0.61
H 2.189608 0.657246 1.213811 -0.7393 -0.0760 -0.4339 -0.09
```
Forces are in eV/Å.

Output
Total energy (eV): -42844.552
Energy above the lowest of the compared OMol25 structures with the same formula, charge and spin (kcal per mole): 54.5
Highest occupied orbital energy (spin up / spin down) (Ha): -0.2718 / -0.2661
Maximum force (Eh/bohr): 0.0450
Total charge: 0

=====

# 8
Entry from the Open Molecules 2025 dataset: a single CIN2P molecule in a non-equilibrium geometry (ωB97M-V/def2-TZVPD).

```
5
Properties=species:S:1:pos:R:3:forces:R:3:lowdin_charge:R:1
C -0.042435 0.299327 -0.304800 -1.7485 0.6861 -0.6232 -0.45
N -0.710609 1.238414 -0.605668 2.4879 -3.3387 1.1283 0.05
N 1.081939 -2.732757 0.033845 -0.7424 -7.9389 -0.2743 -0.35
P 1.133521 -1.343271 0.096736 1.2306 12.3086 -0.4087 0.46
I 3.143393 0.509882 0.078540 -1.2276 -1.7172 0.1779 0.29
```
Forces are in eV/Å.

Output
Total energy (eV): -21402.060
Energy above the lowest of the compared OMol25 structures with the same formula, charge and spin (kcal per mole): 87.3
SMILES string: N#CP(#N)I
Highest occupied orbital energy (Ha): -0.3952
Maximum force (Eh/bohr): 0.2407
Total charge: 0